1.
Density functional theory data (ωB97M-V/def2-TZVPD) for C16H18BBeF4N2PSSe2 as an isolated structure in a non-equilibrium geometry.

ORCA input file:
```
! wB97M-V def2-TZVPD RIJCOSX def2/J DEFGRID3
* xyz 0 1
Be -2.274 -0.734 -0.594
Se -0.625 -1.238 -2.175
P 0.522 -1.322 -0.349
Se -1.034 -0.826 1.202
C 1.944 0.016 -0.222
C 2.499 0.524 -1.354
C 3.302 1.626 -1.285
C 3.527 2.222 -0.080
C 3.064 1.634 1.091
C 2.209 0.533 1.041
C 1.160 -2.949 0.108
C 2.467 -3.194 0.574
C 2.734 -4.443 1.132
C 1.759 -5.456 1.124
C 0.582 -5.256 0.436
C 0.261 -4.003 -0.053
H 2.332 0.016 -2.311
H 3.838 1.931 -2.191
H 4.232 3.022 -0.097
H 3.301 2.065 2.015
H 1.760 0.133 1.940
H 3.101 -2.371 0.584
H 3.645 -4.639 1.621
H 2.002 -6.423 1.606
H -0.232 -6.014 0.460
H -0.734 -3.889 -0.379
F -2.907 -3.843 -1.737
B -3.477 -3.292 -0.621
F -4.795 -3.502 -0.510
F -2.845 -3.484 0.532
F -3.429 -1.578 -0.889
C -3.780 4.042 0.479
N -2.379 3.675 0.207
C -1.331 4.651 -0.049
C -0.119 3.748 -0.157
N -0.662 2.496 -0.589
C -2.007 2.487 -0.347
S -3.133 1.327 -0.809
H -3.712 4.808 1.256
H -4.311 3.203 0.858
H -4.327 4.439 -0.415
H -1.324 5.437 0.700
H -1.555 5.119 -1.047
H 0.289 3.573 0.850
H 0.656 4.096 -0.777
H -0.193 1.636 -0.779
*
```

Properties
energy above the lowest of the compared OMol25 structures with the same formula, charge and spin: 113.16 kJ/mol

Atomic partial charges in e from the Mulliken method, atoms 1 to 6: atom 1 (Be): 0.40, atom 2 (Se): -0.35, atom 3 (P): 0.47, atom 4 (Se): -0.29, atom 5 (C): 0.20, atom 6 (C): -0.11


2.
Density functional theory data (ωB97M-V/def2-TZVPD) for C16H18BFN6Zr as an isolated structure in a non-equilibrium geometry.

ORCA input file:
```
! wB97M-V def2-TZVPD RIJCOSX def2/J DEFGRID3
* xyz 2 1
H -0.456 2.784 1.329
N -0.077 1.567 -0.367
B 0.563 0.662 -2.668
N 0.444 1.824 -1.619
C 0.699 3.137 -1.737
Zr -0.788 -0.623 0.143
H 1.094 3.528 -2.665
C 0.364 3.758 -0.534
H 0.446 4.797 -0.298
C -0.107 2.736 0.306
H 0.986 1.068 -3.713
C -1.803 -2.257 1.041
H -1.960 -2.442 2.109
H -0.754 -2.597 0.799
H -2.532 -2.794 0.416
N -0.874 0.069 -2.804
N 1.480 -0.464 -2.078
N -1.561 -0.455 -1.692
N 1.128 -1.132 -0.911
C -1.661 -0.009 -3.876
C 2.634 -0.964 -2.543
H -1.302 0.350 -4.828
H 3.055 -0.579 -3.464
C -2.885 -0.584 -3.512
C 3.076 -1.957 -1.670
C -2.799 -0.854 -2.150
C 2.117 -2.028 -0.650
H -3.715 -0.775 -4.159
H 3.968 -2.546 -1.759
H -3.517 -1.297 -1.473
H 2.084 -2.661 0.227
H -2.242 -0.803 0.987
F 1.069 0.281 6.398
C 0.731 0.218 5.067
C 1.631 -0.360 4.177
C 1.254 -0.457 2.816
C 0.006 -0.024 2.421
C -0.853 0.605 3.299
C -0.503 0.716 4.665
H 2.593 -0.730 4.524
H 1.956 -0.886 2.097
H -1.812 1.004 2.961
H -1.178 1.172 5.385
*
```

Properties
energy above the lowest of the compared OMol25 structures with the same formula, charge and spin: 190.56 kJ/mol

Atomic partial charges in e from the Mulliken method, atoms 1 to 6: atom 1 (H): 0.49, atom 2 (N): -0.02, atom 3 (B): -0.20, atom 4 (N): -0.02, atom 5 (C): 0.00, atom 6 (Zr): 1.23


3.
Density functional theory data (ωB97M-V/def2-TZVPD) for C16H18BN10V as an isolated structure in a non-equilibrium geometry.

ORCA input file:
```
! wB97M-V def2-TZVPD RIJCOSX def2/J DEFGRID3
* xyz 3 2
V -0.651 -0.965 -0.912
C -0.783 -1.245 3.160
C -1.351 -1.538 1.950
N -0.690 -0.865 0.956
N 0.302 -0.142 1.557
C 0.275 -0.374 2.866
B 1.398 0.562 0.676
N 0.625 1.499 -0.316
C 0.861 2.717 -0.803
C 0.034 2.958 -1.902
C -0.675 1.798 -2.066
N -0.328 0.901 -1.102
N 2.038 -0.573 -0.235
C 3.305 -0.924 -0.427
C 3.366 -1.963 -1.366
C 2.068 -2.204 -1.718
N 1.233 -1.363 -1.033
N 2.416 1.212 1.559
C 2.743 2.461 1.928
C 3.812 2.379 2.830
C 4.047 0.994 2.982
N 3.237 0.289 2.232
H -1.075 -1.598 4.134
H -2.195 -2.163 1.703
H 1.004 0.085 3.515
H 1.610 3.358 -0.370
H -0.011 3.858 -2.492
H -1.408 1.530 -2.809
H 4.096 -0.426 0.111
H 4.253 -2.459 -1.724
H 1.663 -2.922 -2.415
H 2.207 3.333 1.591
H 4.290 3.201 3.341
H 4.778 0.493 3.598
C -4.077 0.906 -1.591
C -3.749 -0.542 -1.574
N -2.526 -1.103 -1.562
C -2.729 -2.495 -1.541
C -4.055 -2.748 -1.558
N -4.660 -1.513 -1.584
H -3.394 1.466 -0.954
H -5.087 1.067 -1.218
H -4.025 1.293 -2.610
H -1.922 -3.218 -1.605
H -4.612 -3.669 -1.585
H -5.660 -1.352 -1.617
*
```

Properties
energy above the lowest of the compared OMol25 structures with the same formula, charge and spin: 0.00 kJ/mol

Atomic partial charges in e from the Mulliken method, atoms 1 to 6: atom 1 (V): 1.15, atom 2 (C): -1.25, atom 3 (C): -0.16, atom 4 (N): -0.31, atom 5 (N): 0.46, atom 6 (C): 0.21


4.
Density functional theory data (ωB97M-V/def2-TZVPD) for C16H18BrHoINO10 as an isolated structure in a non-equilibrium geometry.

ORCA input file:
```
! wB97M-V def2-TZVPD RIJCOSX def2/J DEFGRID3
* xyz 0 5
Ho 7.689 8.953 11.373
O 6.670 7.826 13.165
C 7.349 7.329 14.349
C 8.518 8.204 14.887
N 9.408 8.776 13.899
C 10.459 7.867 13.382
C 10.044 6.872 12.226
O 10.543 5.772 12.166
O 9.166 7.403 11.391
C 9.743 10.205 14.089
C 9.457 11.066 12.862
O 9.285 12.354 12.988
O 9.357 10.391 11.802
H 5.718 7.793 13.278
H 7.719 6.342 14.096
H 6.652 7.215 15.157
H 9.067 7.505 15.583
H 8.066 8.996 15.501
H 10.828 7.254 14.223
H 11.282 8.474 13.028
H 10.814 10.295 14.218
H 9.262 10.625 15.013
O 7.528 12.966 11.363
C 6.703 12.000 11.422
O 6.834 10.938 12.088
C 5.378 12.194 10.708
O 5.311 11.343 9.543
C 4.310 10.338 9.483
C 4.621 9.061 10.264
O 3.669 8.445 10.734
O 5.854 8.794 10.301
H 8.459 12.708 12.163
H 5.202 13.247 10.441
H 4.611 11.917 11.464
H 4.240 9.947 8.477
H 3.319 10.717 9.739
Br 7.382 6.964 8.874
C 8.665 6.614 7.536
C 8.637 5.371 6.883
C 9.482 5.123 5.816
C 10.293 6.182 5.351
C 10.397 7.376 6.032
C 9.584 7.576 7.151
I 9.637 9.445 8.181
H 7.970 4.582 7.254
H 9.414 4.170 5.282
H 10.917 6.034 4.474
H 11.065 8.167 5.712
*
```

Properties
energy above the lowest of the compared OMol25 structures with the same formula, charge and spin: 0.00 kJ/mol

Atomic partial charges in e from the Mulliken method, atoms 1 to 6: atom 1 (Ho): 1.03, atom 2 (O): -0.22, atom 3 (C): -0.59, atom 4 (C): -0.76, atom 5 (N): 0.38, atom 6 (C): -0.78


5.
Density functional theory data (ωB97M-V/def2-TZVPD) for one molecule with the formula C16H18Cl2N2O3 in a non-equilibrium geometry.

ORCA input file:
```
! wB97M-V def2-TZVPD RIJCOSX def2/J DEFGRID3
* xyz 0 1
C 0.401 -2.918 -0.508
C -0.840 -2.800 -1.384
H -1.209 -3.798 -1.626
H -0.581 -2.306 -2.324
C -1.971 -2.027 -0.708
N -1.549 -0.667 -0.421
C -2.142 0.072 0.542
O -2.970 -0.370 1.315
C -1.728 1.497 0.553
C -2.584 2.568 0.654
O -1.880 3.702 0.542
N -0.571 3.414 0.390
C -0.447 2.108 0.398
C 0.867 1.478 0.337
C 1.878 2.059 -0.422
C 3.136 1.486 -0.452
C 3.432 0.339 0.292
C 2.402 -0.217 1.058
C 1.130 0.329 1.075
H 0.362 -0.122 1.684
Cl 2.743 -1.620 1.996
O 4.649 -0.277 0.252
C 5.694 0.372 0.959
H 6.584 -0.225 0.778
H 5.857 1.392 0.603
H 5.478 0.394 2.032
Cl 4.353 2.191 -1.453
H 1.672 2.955 -0.985
C -4.051 2.630 0.836
H -4.539 2.896 -0.101
H -4.406 1.658 1.167
H -4.300 3.387 1.575
H -0.946 -0.217 -1.093
C -3.229 -2.012 -1.580
H -3.572 -3.026 -1.764
H -4.020 -1.465 -1.072
H -3.025 -1.532 -2.535
H -2.215 -2.482 0.258
H 0.829 -1.939 -0.314
H 0.153 -3.380 0.444
H 1.155 -3.528 -1.000
*
```

Properties
energy above the lowest of the compared OMol25 structures with the same formula, charge and spin: 140.43 kJ/mol
SMILES: CC[C@H](C)NC(=O)c1c(-c2cc(Cl)c(OC)c(Cl)c2)noc1C

Atomic partial charges in e from the Mulliken method, atoms 1 to 6: atom 1 (C): -0.73, atom 2 (C): -0.71, atom 3 (H): 0.36, atom 4 (H): 0.34, atom 5 (C): 0.14, atom 6 (N): 0.05


How do the records compare in E? In the order shown, they have -6711.86213; -1120.13283; -2135.98605; -5247.61142; -1876.09984 a.u..